[1]
Entry from the Open Molecules 2025 dataset: the molecule C18H19N3O9 (ωB97M-V/def2-TZVPD).

XYZ file:
```
49
C18H19N3O9 ωB97M-V/def2-TZVPD
O -0.63 3.82 2.32
O -3.83 -1.08 0.18
O -2.54 3.50 3.57
O -4.22 -1.10 2.29
O 1.83 -0.14 -5.00
O 0.40 1.35 -3.01
O -1.28 -1.97 1.78
O 0.89 -2.40 2.08
O 0.20 -1.41 -4.14
N -0.86 0.24 -1.53
N -3.67 -0.66 1.31
N 1.46 0.18 -1.36
C -0.83 1.76 0.98
C 0.32 0.64 -2.03
C 2.44 -1.68 -3.31
C -1.10 -0.39 -0.26
C 0.02 -1.84 1.45
C -1.44 4.36 3.34
C -2.79 0.47 1.49
C 1.36 -1.07 -4.17
C -3.18 1.37 2.50
C 1.39 -0.63 -0.25
C -1.63 0.64 0.74
C 0.18 -0.96 0.29
C -1.56 -2.83 2.89
C -2.39 2.47 2.69
C 2.68 -1.12 0.32
C 2.72 0.52 -2.01
C 3.41 -0.65 -2.74
C -1.23 2.67 1.93
H 3.42 -0.32 0.33
H -1.67 0.53 -2.06
H 2.99 -2.39 -3.93
H 3.41 0.97 -1.29
H 2.46 1.28 -2.75
H -1.84 -1.18 -0.40
H -1.31 -3.86 2.63
H 4.00 -0.23 -3.56
H -4.08 1.19 3.07
H 1.94 -2.25 -2.51
H -2.62 -2.73 3.09
H 0.07 1.92 0.42
H 1.09 0.30 -5.46
H -1.81 5.36 3.04
H 4.11 -1.17 -2.07
H 3.06 -1.95 -0.27
H 2.52 -1.48 1.33
H -0.97 -2.52 3.76
H -0.85 4.46 4.27
```

Summary:
Orbital gap ... 8.36 eV
E_HOMO ... -8.64 eV
E_LUMO ... -0.01048 hartree

---

[2]
Entry from the Open Molecules 2025 dataset: the ion C28H29F2N4 with charge +1 (ωB97M-V/def2-TZVPD).

XYZ file:
```
63
C28H29F2N4 ωB97M-V/def2-TZVPD
F -3.49 -3.63 -1.44
F -0.93 -5.77 2.84
N 0.52 0.64 1.27
N 1.16 1.70 -2.72
N 1.20 1.26 -1.49
N 2.21 1.92 -0.83
C -1.23 -2.12 2.71
C -1.92 -5.39 5.43
C -1.98 -0.39 -2.02
C -2.67 -1.58 -2.29
C 2.09 2.70 -5.34
C -2.72 -2.51 -1.27
C 2.26 3.36 -6.55
C -1.67 -1.89 4.01
C -1.88 -2.93 4.90
C 2.15 2.65 -2.88
C 2.96 5.37 -5.38
C 2.37 3.36 -4.12
C -1.50 -0.13 -0.71
C 2.82 2.79 -1.67
C -1.45 -1.12 0.28
C -0.28 0.43 2.34
C 2.61 1.64 0.55
C -1.06 -0.84 1.80
C -0.83 -3.43 2.36
C 2.67 4.70 -6.58
C 1.44 1.73 1.51
C -1.63 -4.25 4.51
C 2.85 4.70 -4.16
C -3.41 -1.89 -3.55
C 0.66 0.71 3.59
C -1.12 -4.47 3.24
C 1.79 1.57 2.99
C -2.12 -2.31 -0.04
H 1.76 1.67 -5.30
H 3.09 5.20 -3.22
H 2.76 1.07 3.06
H -2.24 -2.73 5.91
H -3.04 -2.82 -4.02
H 0.91 2.70 1.34
H 1.04 -0.20 4.07
H -2.02 -0.38 2.11
H 2.06 2.83 -7.48
H -2.28 -3.09 0.69
H -1.07 -6.09 5.50
H -1.09 1.15 2.52
H 0.01 -1.01 2.07
H 3.35 2.40 0.79
H -2.13 -4.99 6.43
H -1.86 -0.86 4.32
H -2.81 -5.97 5.11
H 3.04 0.63 0.60
H 3.28 6.41 -5.40
H 1.90 2.57 3.43
H 3.64 3.42 -1.38
H 0.24 0.50 0.31
H -0.39 -3.66 1.39
H -3.32 -1.08 -4.28
H 0.14 1.31 4.34
H -4.49 -2.05 -3.35
H -1.24 0.91 -0.54
H 2.77 5.23 -7.53
H -1.86 0.36 -2.80
```

Summary:
Charge ... +1
Orbital gap ... 6.67 eV
E_HOMO ... -10.58 eV
E_LUMO ... -0.14348 hartree

---

[3]
Entry from the Open Molecules 2025 dataset: a structure of composition C25H48Cl3GaN4O3SSi (ωB97M-V/def2-TZVPD).

XYZ file:
```
86
C25H48Cl3GaN4O3SSi ωB97M-V/def2-TZVPD
Ga -0.27 0.76 -0.86
Cl -1.13 1.93 -2.45
Cl -1.89 4.14 -4.63
Cl 0.72 2.13 0.61
S 0.83 -1.87 1.41
Si 0.04 3.93 -5.39
O 1.54 0.16 -1.62
O -0.62 -1.12 -1.69
O -1.71 0.21 0.35
N 3.78 0.55 -1.92
N 3.35 -2.64 1.84
N -2.81 -1.76 -1.60
N 2.07 -2.28 3.75
C -2.38 0.02 2.64
C 2.55 -3.47 4.49
C 0.05 2.29 -6.30
C 5.73 -3.16 2.16
C -6.19 1.06 0.85
C 0.36 5.28 -6.67
C 2.54 0.95 -1.62
C 1.21 4.20 -3.95
C -2.33 0.88 1.38
C -3.82 -2.54 -0.89
C -2.56 -0.06 5.05
C 2.14 -2.27 2.38
C -2.64 -2.11 3.75
C -3.30 -0.68 -2.45
C -3.70 1.41 0.96
C -1.51 -1.92 -1.33
C -4.81 0.74 1.31
C 4.85 1.53 -2.05
C -3.68 2.65 0.12
C 2.65 -3.16 5.97
C -2.49 -1.36 2.58
C 4.11 -0.83 -2.24
C -2.35 0.67 3.88
C 4.62 -2.15 2.41
C -2.71 -1.46 4.98
H 3.28 -1.50 -2.02
H 6.10 -3.06 1.13
H 1.08 5.23 -3.57
H -0.37 1.49 -5.67
H -2.93 2.55 -0.68
H -4.15 -1.08 -3.01
H 2.27 4.10 -4.26
H 1.01 3.50 -3.13
H -6.20 1.77 0.00
H -6.72 0.15 0.54
H 3.54 -3.72 4.09
H -0.28 5.16 -7.55
H 1.86 -4.31 4.31
H 2.44 2.01 -1.37
H 1.68 -2.88 6.39
H -2.18 1.75 3.88
H -1.26 -2.81 -0.72
H 3.36 -2.36 6.15
H 4.38 -0.89 -3.31
H 1.40 5.22 -6.99
H 3.33 -2.62 0.82
H 4.47 -2.00 3.49
H -3.65 0.15 -1.82
H 5.70 1.26 -1.42
H 5.18 1.61 -3.09
H 6.57 -2.98 2.83
H -2.39 -1.85 1.61
H 4.45 2.50 -1.72
H -2.59 0.46 6.01
H -3.37 -3.48 -0.54
H 1.15 -1.98 4.07
H -2.72 -3.19 3.67
H 0.18 6.28 -6.25
H -2.51 -0.33 -3.11
H -2.88 -2.03 5.89
H -4.65 2.84 -0.34
H 5.38 -4.18 2.32
H 3.01 -4.05 6.49
H -0.56 2.37 -7.21
H -4.73 -0.12 1.99
H -4.64 -2.76 -1.58
H -3.41 3.52 0.72
H -4.23 -1.99 -0.03
H -1.72 1.77 1.62
H 1.07 2.01 -6.60
H 5.00 -1.11 -1.65
H 4.88 -1.18 1.95
H -6.79 1.51 1.66
```

Summary:
Orbital gap ... 8.02 eV
E_HOMO ... -7.82 eV
E_LUMO ... 0.00742 hartree

---

[4]
Entry from the Open Molecules 2025 dataset: a cluster of 2 separate species, C3H6N3O in total (ωB97M-V/def2-TZVPD).

XYZ file:
```
13
C3H6N3O ωB97M-V/def2-TZVPD
O 2.11 -1.94 -0.27
N 1.48 -1.05 0.22
N -0.08 0.40 0.94
N -1.96 -0.70 -0.46
C 0.96 0.16 0.26
C -3.04 -0.91 0.04
C 1.97 1.11 -0.46
H 2.15 0.75 -1.43
H -3.78 -1.59 -0.61
H -3.58 -0.80 1.05
H 1.44 2.03 -0.50
H 2.69 1.20 0.28
H -0.36 1.34 0.95
```

Summary:
Charge ... +1
Orbital gap (alpha / beta) ... 5.36 / 7.71 eV
E_HOMO (alpha / beta) ... -13.11 / -15.49 eV
E_LUMO (alpha / beta) ... -0.28491 / -0.28582 hartree

---

Asked for strongest force on any atom across the records above, the calculation gives 1.4, 5.8, 2.0, 6.5 eV Å⁻¹ in order.